Density functional theory data (ωB97M-V/def2-TZVPD) for an isolated molecule of C3H4N4O5.

Its total energy is -711.6342 a.u. The value obtained for the relative energy (zero: lowest compared OMol25 entry of this formula, charge and spin) is 0.0000 eV. For the highest occupied orbital energy, the calculation gives -0.4023 Ha. The HOMO-LUMO gap is 10.40 eV.

Cartesian coordinates (Å):
1 C 0.711 -0.322 0.864
2 C 0.062 -2.649 1.581
3 C -0.671 -2.403 0.312
4 N 0.459 -1.610 0.680
5 N -0.573 2.159 -1.405
6 N 0.337 1.665 -0.692
7 N -0.452 3.451 -1.957
8 O 1.411 0.229 1.637
9 O -0.023 0.402 -0.204
10 O 1.428 2.084 -0.472
11 O -0.761 3.507 -3.105
12 O -0.145 4.332 -1.216
13 H -0.382 -2.348 2.522
14 H 0.744 -3.487 1.651
15 H -0.493 -3.068 -0.523
16 H -1.650 -1.942 0.328

Atomic partial charges in e from the Mulliken method, atoms 1 to 4: 0.52, -0.28, -0.38, -0.09

Density functional theory data (ωB97M-V/def2-TZVPD) for an isolated molecule of C3H4N4S.

Its total energy is -733.8048 a.u. The value obtained for the relative energy (zero: lowest compared OMol25 entry of this formula, charge and spin) is 2.7893 eV. For the highest occupied orbital energy, the calculation gives -0.2856 Ha. The HOMO-LUMO gap is 6.93 eV. Its SMILES is S/N=c1\nccn[nH]1.

Cartesian coordinates (Å):
1 S 2.724 0.281 -0.063
2 N 1.292 -0.739 -0.022
3 C 0.039 -0.330 0.267
4 N -0.336 1.099 0.145
5 C -1.648 1.429 -0.055
6 C -2.568 0.312 -0.066
7 N -2.296 -1.012 -0.119
8 N -0.941 -1.246 0.056
9 H 3.539 -0.668 -0.055
10 H -1.906 2.539 -0.154
11 H -3.591 0.717 0.003
12 H -0.599 -2.258 -0.080

Atomic partial charges in e from the Mulliken method, atoms 1 to 4: -0.13, -0.51, 0.53, -0.40

Density functional theory data (ωB97M-V/def2-TZVPD) for an isolated molecule of C3H4N4S.

Its total energy is -733.8430 a.u. The value obtained for the relative energy (zero: lowest compared OMol25 entry of this formula, charge and spin) is 1.7477 eV. For the highest occupied orbital energy, the calculation gives -0.3205 Ha. The HOMO-LUMO gap is 7.71 eV. Its SMILES is [H]/N=C1C=N/C(=N\[H])N/1S.

Cartesian coordinates (Å):
1 H 0.761 0.512 2.465
2 N 1.068 1.337 1.831
3 C 0.726 0.883 0.685
4 C 1.108 1.557 -0.567
5 N 0.673 0.959 -1.666
6 C 0.116 -0.291 -1.250
7 N -0.373 -1.327 -1.792
8 H -0.326 -1.231 -2.897
9 N -0.017 -0.275 0.300
10 S -1.378 -1.085 1.083
11 H 1.756 2.377 -0.706
12 H -1.309 -2.043 -0.103

Atomic partial charges in e from the Mulliken method, atoms 1 to 4: 0.27, -0.65, 0.46, -0.08